[1]
C2H4N4S | the ωB97M-V functional and the def2-TZVPD basis

```
11
Properties=species:S:1:pos:R:3
C 0.274 -1.092 -0.887
C -0.830 1.022 0.881
N 1.367 -0.670 -0.719
N -1.925 0.735 0.621
N -0.899 -1.512 -1.240
N 0.363 1.443 1.320
S 2.759 0.084 -0.361
H -0.979 -2.549 -1.179
H -1.821 -0.935 -0.930
H 0.338 2.372 1.584
H 1.352 1.104 0.909
```

Values from the calculation:
orbital gap	8.7	eV
E_HOMO	-8.3	eV

[2]
C12H24I2N2O4S2 | the ωB97M-V functional and the def2-TZVPD basis

```
46
Properties=species:S:1:pos:R:3
C 5.624 1.909 1.792
C 5.859 2.869 0.466
I 7.475 2.297 -0.895
C 5.005 4.084 0.201
I 5.516 5.288 -1.594
S 3.570 4.629 1.302
O 2.571 5.524 0.484
O 4.207 5.453 2.486
N 2.702 3.308 2.053
S 1.330 2.793 1.103
O 1.001 1.326 1.572
O 1.584 2.704 -0.421
H 6.404 1.013 1.821
H 5.749 2.635 2.732
H 4.555 1.418 1.828
H 0.189 3.568 1.453
C -3.151 -4.043 -1.678
C -2.674 -4.126 -0.238
C -2.902 -2.893 0.650
N -2.227 -1.562 0.204
C -3.137 -0.836 -0.806
C -2.447 0.330 -1.501
C -1.112 -0.081 -2.099
C -0.198 -0.596 -1.001
C -0.804 -1.816 -0.323
C -2.139 -0.686 1.475
H -2.570 -3.330 -2.269
H -3.035 -5.016 -2.166
H -4.209 -3.768 -1.727
H -1.618 -4.422 -0.217
H -3.208 -4.962 0.234
H -2.500 -3.126 1.644
H -3.972 -2.685 0.763
H -3.465 -1.557 -1.552
H -4.026 -0.493 -0.264
H -3.101 0.708 -2.296
H -2.301 1.162 -0.802
H -0.648 0.771 -2.608
H -1.268 -0.859 -2.853
H 0.006 0.194 -0.272
H 0.769 -0.877 -1.437
H -0.192 -2.157 0.520
H -0.851 -2.616 -1.063
H -1.496 -1.193 2.201
H -3.149 -0.567 1.881
H -1.716 0.286 1.216
```

Values from the calculation:
orbital gap	7.4	eV
E_HOMO	-7.9	eV

[3]
C4H12 | the ωB97M-V functional and the def2-TZVPD basis

```
16
Properties=species:S:1:pos:R:3
C -0.383 -0.220 1.852
C -1.608 -0.564 1.021
H 0.272 -1.011 1.465
H -0.120 0.777 1.515
H -0.395 -0.447 2.935
H -2.504 0.029 1.094
H -2.123 -1.541 1.155
H -1.450 -0.334 -0.041
C 0.971 1.132 -1.196
C 1.070 -0.343 -1.562
H -0.051 1.454 -1.041
H 1.412 1.597 -0.309
H 1.441 1.731 -1.980
H 1.971 -0.525 -2.161
H 1.334 -1.031 -0.757
H 0.164 -0.703 -1.991
```

Values from the calculation:
SMILES	CC.CC
orbital gap	12.3	eV
E_HOMO	-11.1	eV

[4]
C2H7OPS | the ωB97M-V functional and the def2-TZVPD basis

```
12
Properties=species:S:1:pos:R:3
C 1.284 -0.633 0.799
C -1.390 -0.351 -0.703
O -0.084 1.806 0.286
P -0.410 0.272 0.735
S -1.506 0.248 2.385
H 1.554 -0.565 1.831
H 1.128 -1.511 0.212
H 1.794 0.142 0.054
H -1.461 0.359 -1.444
H -1.111 -1.425 -0.890
H -2.463 -0.328 -0.339
H -0.510 2.474 0.861
```

Values from the calculation:
SMILES	CP(C)(O)=S
orbital gap	9.2	eV
E_HOMO	-8.6	eV

[5]
C34H90N6O22 | the ωB97M-V functional and the def2-TZVPD basis

```
152
Properties=species:S:1:pos:R:3
C -4.722 -3.809 -2.840
C -3.197 -3.981 -2.507
O -3.078 -4.217 -1.093
O -5.273 -2.771 -2.087
H -5.334 -4.753 -2.722
H -4.870 -3.654 -3.949
H -2.710 -3.048 -2.849
H -2.769 -4.900 -2.945
H -3.521 -3.524 -0.643
H -4.845 -1.930 -2.322
C -1.135 4.664 -2.698
C -0.082 4.777 -1.592
O 1.185 4.400 -1.987
O -1.371 3.163 -2.907
H -0.840 5.176 -3.621
H -2.036 5.190 -2.379
H -0.521 4.015 -0.889
H -0.063 5.721 -1.105
H 1.111 3.540 -2.502
H -2.252 3.068 -2.592
C -3.087 0.141 -1.907
C -3.828 1.271 -1.272
O -4.288 2.229 -2.111
O -3.893 -0.486 -2.825
H -2.839 -0.592 -1.153
H -2.185 0.582 -2.366
H -3.193 1.710 -0.539
H -4.669 0.913 -0.664
H -4.789 1.775 -2.827
H -3.407 -0.530 -3.670
C -0.217 0.319 -0.108
C 1.121 0.602 0.532
O 1.807 -0.587 0.800
O -1.148 -0.362 0.765
H -0.044 -0.317 -0.992
H -0.689 1.303 -0.373
H 0.955 1.163 1.460
H 1.562 1.277 -0.197
H 1.759 -0.897 1.723
H -0.739 -1.220 0.994
C 3.868 3.134 -3.616
C 4.558 3.634 -2.326
O 3.953 4.792 -1.747
O 2.628 2.550 -3.249
H 4.497 2.432 -4.099
H 3.646 3.924 -4.333
H 5.558 3.955 -2.556
H 4.616 2.795 -1.601
H 2.973 4.646 -1.705
H 2.582 1.546 -3.233
C -1.096 -3.301 3.105
C -0.878 -4.088 1.913
O -0.715 -3.288 0.772
O -2.436 -2.888 3.287
H -0.432 -2.442 2.883
H -0.671 -3.755 3.980
H -1.588 -4.909 1.811
H 0.020 -4.621 2.075
H -1.442 -3.582 0.185
H -2.488 -1.905 3.066
C -5.289 -1.524 1.069
C -4.837 -0.478 2.017
O -3.391 -0.472 2.233
O -5.146 -2.840 1.581
H -4.848 -1.405 0.083
H -6.345 -1.402 0.971
H -5.190 -0.603 2.996
H -5.035 0.574 1.649
H -2.830 -0.213 1.454
H -4.183 -3.008 1.801
C 1.513 -1.735 -3.567
C 1.141 -2.637 -2.425
O 2.151 -2.601 -1.418
O 1.815 -0.400 -3.277
H 0.561 -1.776 -4.204
H 2.236 -2.312 -4.163
H 0.989 -3.603 -2.947
H 0.160 -2.307 -1.962
H 1.911 -1.964 -0.735
H 2.330 -0.368 -2.452
C -2.336 3.698 1.498
O -2.474 3.907 0.311
N -3.321 3.870 2.440
C -3.005 3.395 3.815
C -4.695 4.139 2.093
H -1.379 3.431 1.875
H -3.731 2.661 4.158
H -3.032 4.169 4.573
H -2.047 2.894 3.939
H -5.250 4.415 2.954
H -4.777 4.913 1.335
H -5.104 3.192 1.752
C -2.670 1.216 -5.468
O -2.470 0.024 -5.173
N -1.674 1.925 -6.144
C -1.770 3.239 -6.712
C -0.333 1.469 -5.971
H -3.607 1.759 -5.461
H -1.432 3.212 -7.698
H -1.214 3.916 -6.018
H -2.811 3.567 -6.823
H 0.106 2.049 -5.130
H -0.301 0.366 -5.700
H 0.163 1.654 -6.891
C 3.191 -4.154 2.470
O 3.501 -4.031 3.651
N 3.336 -5.309 1.740
C 2.770 -5.446 0.480
C 3.926 -6.487 2.303
H 2.610 -3.392 1.975
H 2.191 -4.599 0.211
H 2.106 -6.341 0.634
H 3.431 -5.556 -0.383
H 4.884 -6.803 1.831
H 4.003 -6.452 3.363
H 3.214 -7.303 2.128
C 4.632 0.219 -0.128
O 3.870 0.621 -0.952
N 5.458 -0.882 -0.298
C 6.543 -1.140 0.611
C 5.214 -1.753 -1.452
H 4.720 0.595 0.939
H 6.311 -1.771 1.515
H 6.913 -0.172 1.059
H 7.341 -1.709 0.156
H 4.590 -2.577 -1.154
H 4.751 -1.196 -2.238
H 6.188 -2.152 -1.820
C 1.590 2.802 3.566
O 1.227 2.373 4.601
N 2.820 2.655 3.048
C 3.233 3.287 1.802
C 3.856 2.128 3.949
H 0.818 3.417 2.921
H 4.120 2.770 1.487
H 3.424 4.325 1.975
H 2.424 3.268 1.058
H 4.298 3.060 4.412
H 3.462 1.447 4.714
H 4.560 1.657 3.307
C 1.352 -0.908 4.712
O 1.462 -0.554 3.530
N 0.262 -0.649 5.442
C 0.135 -1.038 6.815
C -0.947 0.005 4.873
H 2.119 -1.450 5.245
H 1.000 -1.471 7.329
H -0.776 -1.644 6.953
H -0.029 -0.166 7.429
H -0.955 0.985 5.366
H -0.887 0.083 3.815
H -1.830 -0.644 5.102
```

Values from the calculation:
orbital gap	9.7	eV
E_HOMO	-9.1	eV

[6]
C34H56F4N9O4PbS2Se | the ωB97M-V functional and the def2-TZVPD basis

```
111
Properties=species:S:1:pos:R:3
Pb 0.450 0.286 0.173
C 1.920 3.352 1.326
C 1.978 2.246 2.371
N 2.276 0.914 1.784
C 3.688 0.865 1.291
C 3.830 0.393 -0.147
C 2.049 -0.142 2.794
C 2.156 -1.554 2.230
N 1.398 -1.731 0.994
C 1.334 -2.936 0.410
C 0.689 -3.054 -0.853
F 0.173 -1.944 -1.402
C 0.592 -4.232 -1.542
F -0.016 -4.229 -2.716
C 1.134 -5.408 -1.032
C 1.759 -5.351 0.206
F 2.273 -6.441 0.730
C 1.861 -4.169 0.913
F 2.468 -4.214 2.083
H 1.739 4.304 1.821
H 1.111 3.174 0.609
H 2.855 3.441 0.775
H 1.011 2.183 2.878
H 2.731 2.486 3.127
H 4.273 0.216 1.946
H 4.121 1.859 1.369
H 3.502 -0.641 -0.276
H 4.877 0.454 -0.442
H 3.264 1.043 -0.819
H 1.059 0.012 3.228
H 2.779 -0.058 3.606
H 1.813 -2.231 3.014
H 3.204 -1.807 2.041
H 1.086 -6.338 -1.584
C -0.193 -0.670 -5.442
N -0.588 0.662 -5.006
C -1.534 1.443 -5.581
C -1.548 2.637 -4.909
N -0.617 2.562 -3.927
C -0.277 3.617 -2.991
C -0.030 1.344 -3.978
Se 1.355 0.738 -2.913
H -0.805 -0.970 -6.287
H -0.315 -1.386 -4.631
H 0.850 -0.662 -5.751
H -2.131 1.115 -6.414
H -2.146 3.517 -5.080
H -0.840 4.512 -3.239
H 0.786 3.844 -3.055
H -0.512 3.300 -1.975
C -6.954 -0.590 -5.160
C -5.501 -0.122 -5.109
C -4.651 -0.896 -4.100
C -5.073 -0.688 -2.644
N -5.074 0.715 -2.241
C -4.038 1.393 -1.768
S -2.461 0.711 -1.727
N -4.211 2.640 -1.323
C -5.403 3.465 -1.520
C -5.472 4.036 -2.938
C -4.462 5.157 -3.176
C -4.487 5.640 -4.624
H -7.478 -0.119 -5.990
H -7.499 -0.337 -4.248
H -7.004 -1.670 -5.298
H -5.458 0.951 -4.894
H -5.056 -0.267 -6.097
H -3.600 -0.613 -4.201
H -4.731 -1.965 -4.313
H -4.396 -1.234 -1.989
H -6.084 -1.062 -2.492
H -5.954 1.201 -2.332
H -3.386 3.109 -0.996
H -5.356 4.274 -0.792
H -6.296 2.877 -1.295
H -6.478 4.427 -3.102
H -5.312 3.235 -3.667
H -3.451 4.813 -2.921
H -4.700 5.991 -2.513
H -4.143 4.862 -5.311
H -3.856 6.518 -4.755
H -5.500 5.913 -4.918
C -2.300 -1.611 10.046
C -2.377 -0.465 9.058
S -2.302 -1.142 7.381
O -0.980 -1.635 7.078
O -3.421 -2.015 7.158
C -2.520 0.288 6.252
C -3.134 -0.282 4.972
N -2.533 0.265 3.754
C -1.687 -0.405 2.955
N -1.277 0.376 1.948
C -1.901 1.578 2.098
C -2.680 1.527 3.210
N -3.504 2.596 3.708
O -3.585 3.565 2.981
O -4.037 2.451 4.786
C -1.325 -1.830 3.153
H -2.352 -1.214 11.060
H -1.362 -2.156 9.951
H -3.135 -2.297 9.915
H -1.539 0.227 9.134
H -3.331 0.062 9.099
H -1.511 0.667 6.098
H -3.139 1.047 6.720
H -4.206 -0.107 4.960
H -2.971 -1.358 4.959
H -1.764 2.410 1.428
H -0.838 -2.001 4.116
H -0.670 -2.152 2.349
H -2.226 -2.446 3.125
```

Values from the calculation:
total charge	+3
orbital gap (spin up / spin down)	4.7 / 5.2	eV
E_HOMO (spin up / spin down)	-15.5 / -15.5	eV

[7]
C5H12N2O | the ωB97M-V functional and the def2-TZVPD basis

```
20
Properties=species:S:1:pos:R:3
C -1.735 1.006 -0.118
C -1.321 -0.355 0.609
C -1.582 -1.359 -0.609
C 0.938 -0.483 1.025
C 1.746 1.250 -0.082
H -1.706 1.585 0.824
H -2.669 1.018 -0.658
H -1.059 1.333 -1.081
H -2.047 -0.781 1.293
H -1.310 -0.864 -1.881
H -3.011 -1.626 -0.479
H -0.602 -2.366 -0.340
H 1.762 -0.650 1.786
H 2.191 1.769 1.044
H 0.734 1.919 -0.331
H 2.445 1.447 -0.915
H 2.841 -1.194 -1.192
N -0.219 -0.408 1.351
N 1.737 -0.231 -0.125
O 2.868 -1.009 -0.122
```

Values from the calculation:
orbital gap	9.5	eV
E_HOMO	-8.9	eV

[8]
C41H41N2P2Re | the ωB97M-V functional and the def2-TZVPD basis

```
87
Properties=species:S:1:pos:R:3
Re 0.002 1.811 -0.169
N 2.115 1.814 -0.440
C 3.077 2.905 -0.337
C 4.360 2.636 -0.800
C 5.331 3.615 -0.798
C 4.996 4.881 -0.342
C 3.728 5.130 0.144
C 2.732 4.141 0.197
C 1.379 4.512 0.680
C 1.284 5.659 1.483
C 0.091 6.325 1.673
C -1.046 5.869 1.020
C -0.995 4.651 0.376
C 0.178 3.881 0.260
H 2.219 1.435 -1.385
H 2.471 1.069 0.172
H 4.585 1.642 -1.173
H 6.326 3.401 -1.164
H 5.722 5.683 -0.380
H 3.491 6.136 0.454
H 2.171 6.046 1.967
H 0.055 7.212 2.292
H -1.964 6.441 1.044
H -1.893 4.269 -0.086
C -3.860 2.342 -1.260
C -3.190 1.810 0.018
C -3.598 0.336 0.238
C -3.631 2.630 1.240
N -1.779 1.812 -0.133
H -4.944 2.311 -1.159
H -3.567 1.730 -2.114
H -3.562 3.374 -1.453
H -4.646 0.201 -0.027
H -3.447 0.043 1.278
H -2.993 -0.305 -0.397
H -4.689 2.438 1.418
H -3.492 3.697 1.080
H -3.065 2.341 2.126
C 0.182 -2.550 -0.136
P 0.500 -0.824 0.461
C 0.051 -0.968 2.230
C 0.552 -2.000 3.025
C 0.192 -2.091 4.358
C -0.689 -1.171 4.909
C -1.188 -0.139 4.131
C -0.812 -0.034 2.800
C 2.339 -0.960 0.489
C 3.004 -1.305 -0.692
C 4.388 -1.356 -0.734
C 5.131 -1.033 0.394
C 4.483 -0.651 1.559
C 3.096 -0.614 1.611
P -1.568 -3.183 -0.266
C -1.177 -4.871 -0.893
C -0.016 -5.572 -0.575
C 0.177 -6.866 -1.039
C -0.792 -7.487 -1.810
C -1.960 -6.803 -2.117
C -2.153 -5.511 -1.660
C -2.100 -2.440 -1.865
C -3.461 -2.180 -2.017
C -3.956 -1.656 -3.202
C -3.095 -1.393 -4.256
C -1.742 -1.680 -4.128
C -1.249 -2.200 -2.942
H 0.686 -3.170 0.606
H 0.692 -2.691 -1.088
H 1.241 -2.730 2.618
H 0.602 -2.882 4.973
H -0.982 -1.258 5.947
H -1.868 0.585 4.562
H -1.184 0.777 2.192
H 2.438 -1.522 -1.591
H 4.889 -1.647 -1.648
H 6.212 -1.057 0.358
H 5.058 -0.387 2.437
H 2.602 -0.310 2.525
H 0.755 -5.125 0.040
H 1.092 -7.392 -0.796
H -0.640 -8.497 -2.166
H -2.724 -7.280 -2.718
H -3.071 -4.992 -1.907
H -4.133 -2.404 -1.197
H -5.015 -1.453 -3.302
H -3.474 -0.981 -5.182
H -1.070 -1.517 -4.961
H -0.197 -2.449 -2.880
```

Values from the calculation:
<S²>	0.80
total charge	+1
2S+1	2
orbital gap (spin up / spin down)	7.4 / 6.9	eV
E_HOMO (spin up / spin down)	-10.6 / -10.6	eV

[9]
C4H5ClO | the ωB97M-V functional and the def2-TZVPD basis

```
11
Properties=species:S:1:pos:R:3
C 2.266 -1.212 0.081
C 1.582 -0.220 0.235
C -1.991 -0.624 -0.702
C 0.797 0.888 0.383
O 0.191 1.158 1.556
Cl 0.759 2.102 -0.845
H 2.846 -2.079 -0.032
H -2.060 -1.120 0.238
H -1.483 -1.090 -1.518
H -2.449 0.332 -0.843
H -0.458 1.865 1.447
```

Values from the calculation:
orbital gap (spin up / spin down)	7.5 / 8.7	eV
E_HOMO (spin up / spin down)	-7.4 / -8.8	eV